The following is a quantum chemistry calculation of a single C10H13N3O2 molecule, from the Open Molecules 2025 dataset.

XYZ file:
```
28
C10H13N3O2 (ωB97M-V/def2-TZVPD)
C 1.61 3.30 -0.76
C 2.09 2.15 -0.35
C 1.33 1.18 0.43
C -0.11 0.80 -0.40
O -1.27 0.57 0.33
C -1.82 -0.70 0.12
C -1.50 -1.55 1.36
C -3.32 -0.54 -0.13
O -1.17 -1.20 -1.03
C 0.08 -0.50 -1.08
C 1.23 -1.03 -0.35
C 2.05 -2.13 -0.22
N 3.00 -1.84 0.69
N 2.86 -0.64 1.04
N 1.81 -0.09 0.42
H 2.12 4.14 -1.16
H 0.62 3.47 -0.39
H 3.06 1.86 -0.65
H 0.83 1.56 1.45
H -0.38 1.71 -0.96
H -0.40 -1.63 1.57
H -1.61 -2.71 1.27
H -2.03 -1.20 2.23
H -3.60 -1.25 -0.98
H -3.60 0.47 -0.37
H -3.95 -0.74 0.85
H 0.13 -0.38 -2.23
H 1.96 -3.09 -0.70
```

The relative energy (zero: lowest compared OMol25 entry of this formula, charge and spin) is 90.7 kcal/mol. As for the multiplicity: 1. As for the SMILES: C=C[C@H]1[C@@H]2OC(C)(C)O[C@@H]2c2cnnn21. Its total charge is 0. The value obtained for the frontier orbital gap is 10.35 eV. The LUMO energy is 0.0251 hartree.

---

The following is a quantum chemistry calculation of a molecular structure, C35H37NO2P2Re, from the Open Molecules 2025 dataset.

XYZ file:
```
78
C35H37NO2P2Re (ωB97M-V/def2-TZVPD)
Re 0.66 -0.55 4.57
C -1.45 0.12 6.09
C -1.74 -0.26 4.77
C -2.65 0.53 3.82
C -1.90 1.55 2.95
C -0.79 2.31 3.64
C -1.06 2.97 4.77
C -2.13 2.55 5.73
C -1.68 1.44 6.73
C 2.26 -0.37 3.35
H -1.25 -0.71 6.79
H -1.92 -1.35 4.61
H -3.52 0.97 4.32
H -3.08 -0.19 3.12
H -1.54 1.04 2.04
H -2.62 2.31 2.64
H 0.20 2.27 3.14
H -0.44 3.81 5.10
H -3.07 2.25 5.24
H -2.41 3.46 6.29
H -0.76 1.76 7.24
H -2.47 1.32 7.49
H 3.12 -0.54 4.03
H 2.45 0.60 2.86
H 2.19 -1.13 2.57
P -0.14 -1.91 -2.14
P 1.65 0.53 -2.67
C -0.89 -0.37 -2.74
C -0.09 0.66 -3.11
C -0.69 -3.10 -3.45
C -1.72 -2.83 -4.36
C -2.06 -3.76 -5.35
C -1.33 -4.94 -5.47
C -0.24 -5.19 -4.62
C 0.08 -4.27 -3.61
C -1.23 -2.21 -0.68
C -0.96 -1.35 0.41
C -1.56 -1.61 1.64
C -2.54 -2.59 1.77
C -2.86 -3.38 0.67
C -2.19 -3.21 -0.55
C 2.40 1.07 -4.31
C 2.22 0.22 -5.42
C 2.85 0.51 -6.62
C 3.65 1.67 -6.75
C 3.77 2.54 -5.67
C 3.14 2.25 -4.45
C 1.91 2.00 -1.60
C 3.14 2.08 -0.91
C 3.39 3.18 -0.09
C 2.42 4.18 0.07
C 1.20 4.08 -0.60
C 0.93 2.98 -1.43
H -1.99 -0.35 -2.77
H -0.45 1.57 -3.61
H -2.26 -1.89 -4.29
H -2.89 -3.56 -6.02
H -1.60 -5.68 -6.22
H 0.35 -6.10 -4.73
H 0.92 -4.46 -2.94
H -0.30 -0.49 0.27
H -1.23 -1.03 2.52
H -3.06 -2.71 2.73
H -3.63 -4.14 0.77
H -2.43 -3.86 -1.40
H 1.58 -0.67 -5.33
H 2.73 -0.15 -7.49
H 4.17 1.88 -7.68
H 4.36 3.45 -5.76
H 3.23 2.95 -3.62
H 3.89 1.30 -1.03
H 4.35 3.26 0.43
H 2.62 5.04 0.72
H 0.44 4.85 -0.48
H -0.02 2.89 -1.94
O 0.69 -3.46 5.12
N 0.65 -2.29 4.87
O 1.23 0.25 6.01
```

Its expectation value of S² is 3.7826. As for the multiplicity: 4. Its total charge is +2. The value obtained for the frontier orbital gap (alpha / beta) is 6.22 / 5.19 eV. The LUMO energy (alpha / beta) is -0.2616 / -0.3034 hartree.

---

The following is a quantum chemistry calculation of a molecular structure, C7H14O3STm, from the Open Molecules 2025 dataset.

XYZ file:
```
26
C7H14O3STm (ωB97M-V/def2-TZVPD)
C -1.02 2.50 -1.10
C -1.12 1.50 0.05
C 0.26 1.29 0.69
C 0.81 -0.15 0.81
C 1.21 -0.79 -0.56
C 0.68 -2.21 -0.86
C -0.73 -2.41 -0.39
O -0.77 -2.34 1.11
S -0.30 -1.12 1.84
O -1.34 -0.32 2.40
O 0.47 -1.61 3.01
H -1.97 2.66 -1.61
H -0.31 2.14 -1.87
H -0.69 3.47 -0.72
H -1.56 0.56 -0.28
H -1.79 1.91 0.80
H 0.34 1.80 1.65
H 0.93 1.85 -0.02
H 1.69 -0.13 1.45
H 0.89 -0.13 -1.37
H 2.30 -0.86 -0.58
H 1.35 -2.96 -0.45
H 0.67 -2.37 -1.94
H -1.43 -1.68 -0.78
H -1.09 -3.40 -0.62
Tm 2.57 2.61 -0.64
```

Its expectation value of S² is 2.0124. As for the multiplicity: 3. Its total charge is +3. The value obtained for the frontier orbital gap (alpha / beta) is 9.25 / 7.45 eV. The LUMO energy (alpha / beta) is -0.4980 / -0.5520 hartree.

---

| no. | electronic energy (Eh) | largest force on an atom (eV/Å) |
| --- | --- | --- |
| 1 | -703.46795 | 6.32 |
| 2 | -2321.28246 | 4.88 |
| 3 | -1982.86492 | 1.90 |